The following is a quantum chemistry calculation of a structure of composition C16H36CsN4O16S3 at a distorted geometry, from OMol25.

The calculation puts the HOMO-LUMO gap at 6.77 eV. As for the net charge: -1. Its total energy is -88951.245 eV.

The geometry in XYZ format:
```
76
C16H36CsN4O16S3 | OMol25 | ωB97M-V with the def2-TZVPD basis set
Cs 16.15 3.67 -11.83
S 18.29 2.91 -14.60
O 17.61 1.74 -13.96
O 18.25 2.76 -16.05
O 17.62 4.19 -14.25
O 19.68 3.03 -14.10
C 16.96 2.80 -21.01
C 17.12 2.44 -19.52
O 16.81 1.38 -19.03
N 17.79 3.35 -18.80
C 18.16 4.79 -18.95
H 16.29 3.66 -21.04
H 16.88 1.91 -21.63
H 17.92 3.18 -21.34
H 17.91 3.03 -17.86
H 18.17 4.95 -20.03
H 19.15 5.07 -18.62
H 17.36 5.41 -18.56
C 19.58 4.33 -8.22
C 19.80 3.72 -9.55
O 18.84 3.72 -10.30
N 21.03 3.24 -9.96
C 21.25 2.37 -11.10
H 20.49 4.72 -7.75
H 19.32 3.53 -7.52
H 18.82 5.10 -8.08
H 21.71 3.20 -9.21
H 20.84 1.42 -10.75
H 22.28 2.43 -11.44
H 20.51 2.53 -11.88
C 23.02 3.72 -15.20
C 22.29 4.80 -15.90
O 22.92 5.54 -16.61
N 20.97 4.94 -15.68
C 20.12 5.95 -16.41
H 22.25 2.97 -15.00
H 23.60 3.99 -14.31
H 23.78 3.22 -15.79
H 20.54 4.10 -15.32
H 20.55 6.19 -17.39
H 20.35 6.85 -15.85
H 19.10 5.56 -16.40
C 17.77 0.05 -10.23
C 18.85 -0.43 -11.12
O 19.46 -1.43 -10.75
N 19.10 0.21 -12.22
C 20.01 -0.10 -13.19
H 18.03 0.98 -9.72
H 17.32 -0.51 -9.41
H 16.91 0.29 -10.86
H 18.50 1.00 -12.41
H 19.53 0.08 -14.14
H 20.21 -1.17 -13.20
H 20.92 0.50 -13.17
C 14.33 6.85 -16.18
C 15.66 6.36 -15.72
O 16.75 7.07 -16.46
S 15.96 8.22 -17.45
O 16.55 8.31 -18.77
O 15.92 9.43 -16.65
O 14.54 7.44 -17.36
H 13.78 7.54 -15.53
H 13.56 6.09 -16.29
H 15.69 5.27 -15.73
H 15.91 6.65 -14.70
C 19.92 0.47 -17.24
C 20.98 1.45 -16.77
O 22.17 0.75 -17.06
S 21.95 -0.89 -16.87
O 21.89 -1.26 -15.43
O 22.73 -1.65 -17.77
O 20.41 -0.77 -17.42
H 19.32 0.89 -18.05
H 19.18 0.43 -16.44
H 20.81 1.58 -15.70
H 20.86 2.35 -17.38
```



The following is a quantum chemistry calculation of a cluster of 3 separate species, C5H10N2 in total at a distorted geometry, from OMol25.

The calculation puts the HOMO-LUMO gap (spin up / spin down) at 8.65 / 7.80 eV. Its total energy is -8320.837 eV.

The geometry in XYZ format:
```
17
C5H10N2 | OMol25 | ωB97M-V with the def2-TZVPD basis set
C -2.51 -0.18 0.90
C 3.21 0.20 0.21
N 0.66 0.60 0.47
C -1.77 0.61 -0.11
C 0.66 -0.36 -0.31
C 0.62 -1.46 -1.00
N -2.00 1.55 -0.85
H 0.84 1.51 0.04
H -2.97 1.94 -0.88
H -2.02 -0.09 1.87
H -3.56 0.15 0.98
H -2.50 -1.24 0.63
H 3.32 -0.80 0.62
H 3.44 0.34 -0.84
H 3.35 1.03 0.88
H 1.52 -2.04 -1.14
H -0.30 -1.77 -1.48
```



The following is a quantum chemistry calculation of a cluster of 2 separate species, H4O2 in total at a distorted geometry, from OMol25.

The calculation puts the HOMO-LUMO gap at 12.05 eV. Its structure (SMILES) is O.O. Its total energy is -4159.576 eV.

The geometry in XYZ format:
```
6
H4O2 | OMol25 | ωB97M-V with the def2-TZVPD basis set
O -1.85 -0.36 -0.11
H -1.25 0.44 0.03
H -2.68 0.03 0.20
O 1.64 -0.31 -0.09
H 2.56 -0.49 0.18
H 1.58 0.68 -0.21
```



The following is a quantum chemistry calculation of an isolated molecule of C8H8O3 at a distorted geometry, from OMol25.

The calculation puts the HOMO-LUMO gap at 9.14 eV. Its structure (SMILES) is C#CC1=C(C)OC(=O)OCC1. Its total energy is -14564.010 eV.

The geometry in XYZ format:
```
19
C8H8O3 | OMol25 | ωB97M-V with the def2-TZVPD basis set
C 2.91 -0.04 -0.40
C 1.72 0.01 -0.31
C 0.38 0.19 -0.21
C -0.52 -0.84 -0.12
C 0.08 -2.16 0.13
O -1.97 -1.00 0.05
C -3.15 -0.19 -0.21
O -4.15 -0.81 -0.41
O -2.89 1.12 -0.14
C -1.66 1.65 0.45
C -0.36 1.52 -0.40
H 3.89 0.10 -0.64
H 0.16 -2.16 1.25
H 0.84 -2.37 -0.54
H -0.62 -2.96 -0.14
H -1.52 1.31 1.42
H -2.01 2.70 0.59
H -0.82 1.58 -1.46
H 0.19 2.47 -0.27
```



The following is a quantum chemistry calculation of a structure of composition C6H10AlO3 at a distorted geometry, from OMol25.

Its expectation value of S² is 0.75. The calculation puts the HOMO-LUMO gap (spin up / spin down) at 8.19 / 5.11 eV. As for the net charge: +2. Its total energy is -19101.211 eV. Its multiplicity is 2.

The geometry in XYZ format:
```
20
C6H10AlO3 | OMol25 | ωB97M-V with the def2-TZVPD basis set
O 1.74 -0.87 0.56
Al 3.51 0.44 0.29
O 2.14 0.91 -0.66
C 1.47 -0.08 -0.39
O 0.13 -0.20 -0.71
C -0.65 1.02 -0.99
H -1.49 0.64 -1.57
H 0.01 1.65 -1.60
C -1.08 1.70 0.27
C -0.75 2.96 0.56
H -1.76 1.14 0.92
H -1.18 3.47 1.42
H -0.07 3.53 -0.08
C -0.19 -1.46 0.57
C -0.17 -2.81 -0.11
H 0.05 -1.51 1.63
H -1.21 -1.07 0.68
H 0.84 -3.05 -0.47
H -0.47 -3.55 0.64
H -0.87 -2.87 -0.94
```



The following is a quantum chemistry calculation of a cluster of 2 separate species, C5H16NO2PSi in total at a distorted geometry, from OMol25.

The calculation puts the HOMO-LUMO gap (spin up / spin down) at 7.89 / 8.40 eV. Its total energy is -28195.325 eV.

The geometry in XYZ format:
```
26
C5H16NO2PSi | OMol25 | ωB97M-V with the def2-TZVPD basis set
C 0.73 3.01 -1.01
C -2.85 0.96 -2.01
C -0.76 -2.28 1.08
C 1.44 -0.52 2.45
C 2.21 -2.33 0.00
N 0.62 0.03 -0.29
O -0.15 2.10 -1.65
O -1.72 0.17 -1.64
Si 0.84 -1.29 0.81
P -0.59 0.85 -0.76
H 0.25 3.44 -0.13
H 0.95 3.79 -1.74
H 1.64 2.50 -0.71
H -3.09 1.64 -1.19
H -3.67 0.28 -2.19
H -2.62 1.53 -2.91
H -0.63 -3.08 1.80
H -1.56 -1.64 1.43
H -1.09 -2.74 0.15
H 0.69 0.15 2.86
H 1.66 -1.28 3.18
H 2.34 0.07 2.29
H 1.80 -2.99 -0.77
H 2.95 -1.70 -0.47
H 2.71 -2.95 0.73
H -2.11 2.25 0.69
```